(1)
The following is a quantum chemistry calculation of C9H8N4O in the gas phase, from the Open Molecules 2025 dataset.

Geometry as XYZ:
```
22
Properties=species:S:1:pos:R:3:forces:R:3
O -3.031022 -2.364911 -3.217304 -0.223 -0.249 -1.950
N -1.400597 -0.858641 0.580942 2.168 1.718 3.185
N 2.355272 -0.334310 1.044783 -0.235 0.639 -0.044
C -2.153098 -2.074912 -2.458158 -0.536 -1.931 -1.367
C -1.357173 -1.472901 -0.496165 3.589 0.690 -0.642
C 2.336455 0.342933 2.207684 -2.080 -0.291 -0.167
C 1.179776 -0.729040 0.517710 -1.628 0.673 1.492
C 1.142107 0.466297 2.949439 0.294 1.653 0.569
C -0.067396 0.034216 2.493082 -0.107 -1.531 -2.965
C -0.076612 -0.524348 1.160196 -0.917 -0.476 1.418
N -2.437959 -1.616000 -1.264555 -2.346 1.321 2.151
N -0.165863 -1.895884 -1.164036 -2.574 -0.969 -1.159
C -0.653240 -2.234594 -2.578359 0.838 1.568 0.893
C 1.089933 -1.187929 -0.899584 -1.691 0.475 0.215
H 3.146845 0.964306 2.563310 0.691 -0.659 -0.323
H 1.042214 1.175070 3.789126 0.790 -0.720 -0.039
H -0.997759 0.131889 3.036733 0.054 0.149 -0.058
H -3.351922 -1.167810 -0.992189 1.494 -1.069 -0.474
H -0.415259 -1.419552 -3.292119 0.467 -0.325 0.228
H -0.314779 -3.182492 -2.989945 -0.097 -0.023 0.250
H 1.133483 -0.316386 -1.520603 0.201 0.819 -0.640
H 1.881694 -1.799166 -1.139555 1.851 -1.461 -0.574
```
Forces are in eV/Å.

SMILES string: O=C1CN2Cc3ncccc3N=C2N1
total energy: -642.0160 Eh
charge: 0



(2)
The following is a quantum chemistry calculation of 2 unconnected molecules or ions with the total composition C3H10NO, from the Open Molecules 2025 dataset.

Geometry as XYZ:
```
15
Properties=species:S:1:pos:R:3:forces:R:3
C 0.026957 -0.795164 -1.885106 0.292 -0.144 0.688
C -0.102568 -0.373700 -0.415572 -0.299 1.148 -1.099
C 1.407336 -0.055916 1.461532 0.387 -1.000 1.750
N 1.168721 -0.022432 0.229380 -0.010 0.084 -0.552
H 0.090817 0.083204 -2.519633 0.046 -0.014 -0.146
H 0.897753 -1.425940 -2.046166 -0.049 -0.200 -0.142
H -0.877939 -1.351282 -2.130959 0.159 0.031 -0.157
H -0.587982 0.600132 -0.424933 -0.459 -0.272 0.150
H -0.670249 -1.060262 0.184145 0.073 -0.233 0.430
H 2.359805 0.084694 1.971551 0.195 0.771 -0.893
H 0.678091 -0.411783 2.172381 -0.654 -0.179 -0.338
H 1.829504 0.410599 -0.404513 0.511 -0.210 -0.042
H -1.959540 1.834747 1.923775 0.297 -0.088 -0.043
H -2.551510 1.217460 0.704286 0.186 -0.155 -0.095
O -1.709196 1.265643 1.179832 -0.677 0.460 0.487
```
Forces are in eV/Å.

total energy: -250.0164 Eh
charge: +1



(3)
The following is a quantum chemistry calculation of C4H6O2 in the gas phase, from the Open Molecules 2025 dataset.

Geometry as XYZ:
```
12
Properties=species:S:1:pos:R:3:forces:R:3
C -0.676642 -0.454341 0.333256 -2.685 1.501 -0.890
C 0.687842 -0.772029 -0.398173 -3.203 0.114 -2.351
C 1.204557 0.497285 0.095270 2.296 4.027 0.152
C -0.240780 1.026974 0.203684 -2.879 0.462 -0.759
H -2.598652 0.270849 -0.132938 2.667 -3.016 0.063
H -0.617935 -0.903324 1.285990 0.205 -0.117 1.459
H 0.494791 -0.874570 -1.472630 0.269 0.427 0.112
H 1.219411 -1.583999 -0.087881 1.058 -2.428 1.010
H 1.772876 0.316562 1.052486 -0.861 0.699 -0.757
H 1.799454 1.175399 -0.566940 -0.066 -0.832 0.486
O -2.053477 -0.658856 -0.109252 -0.295 2.201 -0.233
O -0.991440 1.960045 -0.202874 3.494 -3.038 1.709
```
Forces are in eV/Å.

SMILES string: O=C1CC[C@@H]1O
total energy: -306.4105 Eh
charge: 0



(4)
The following is a quantum chemistry calculation of a molecular structure, C55H45N8O3S4Sn, from the Open Molecules 2025 dataset.

Geometry as XYZ:
```
116
Properties=species:S:1:pos:R:3:forces:R:3
Sn 1.170678 -1.724129 -0.776712 0.605 0.011 0.244
O 4.573701 1.300369 -0.091073 -0.037 -0.017 0.091
C 5.611240 0.430153 -0.151746 -0.002 0.012 -0.039
C 6.843938 0.869986 0.327354 0.009 -0.023 0.008
C 7.945258 0.039320 0.274484 -0.004 0.003 0.015
C 7.839738 -1.246862 -0.250661 -0.010 -0.024 0.009
C 6.616927 -1.691330 -0.708401 0.027 -0.001 0.014
C 5.486816 -0.870521 -0.667687 -0.039 0.021 -0.019
C 4.180518 -1.382821 -1.134246 0.027 0.020 0.167
O 3.150542 -0.586849 -1.055981 -0.043 -0.289 -0.013
N 4.090223 -2.620044 -1.547574 -0.130 0.254 -0.065
N 2.776506 -2.865503 -1.886019 -0.101 -0.448 0.207
C 2.517902 -3.970502 -2.480972 0.035 -0.045 -0.288
C 1.184206 -4.405505 -2.847973 -0.076 -0.016 0.188
C 1.003648 -5.726878 -3.266977 -0.041 -0.004 0.089
C -0.259309 -6.223906 -3.513696 -0.045 -0.029 0.005
C -1.367096 -5.398510 -3.331175 0.019 -0.035 -0.026
C -1.214849 -4.080352 -2.943029 0.022 0.040 0.003
C 0.059858 -3.558237 -2.729846 0.488 -0.097 -0.192
O 0.237533 -2.258205 -2.479128 -0.495 0.247 0.147
H 3.796373 0.825324 -0.468158 0.006 0.008 -0.041
H 6.908554 1.868956 0.737996 0.003 0.014 -0.032
H 8.897713 0.394302 0.647174 0.000 0.004 -0.007
H 8.705274 -1.893471 -0.292689 -0.001 0.000 0.002
H 6.501438 -2.690649 -1.105212 0.007 0.005 -0.013
H 3.350804 -4.636383 -2.704507 0.016 0.066 -0.033
H 1.871428 -6.367347 -3.371583 0.005 0.004 0.002
H -0.391260 -7.251364 -3.822733 0.003 0.006 -0.020
H -2.360592 -5.794171 -3.500309 -0.005 0.006 0.015
H -2.069975 -3.435308 -2.782794 0.003 0.010 -0.060
N -0.783358 -1.533594 0.177921 -0.036 0.063 0.342
S -1.697530 -0.810586 1.036622 0.115 -0.186 -0.175
N -2.620868 0.382777 0.349006 -0.122 0.034 -0.036
S -2.217026 1.856448 0.185589 0.017 0.011 -0.042
N -0.807403 2.310747 -0.261376 0.011 -0.019 0.077
S 0.086403 1.508187 -1.388833 0.134 -0.042 0.245
N 0.818319 0.345973 -0.919890 -0.275 0.097 -0.513
C 1.171457 2.819902 -1.876108 -0.006 0.048 -0.033
C 1.006595 4.143279 -1.495597 -0.005 -0.011 -0.024
C 1.936667 5.077777 -1.927005 -0.001 0.003 0.003
C 2.999779 4.684543 -2.727980 0.011 0.005 0.011
C 3.147938 3.355678 -3.102870 -0.008 0.008 -0.009
C 2.233008 2.409250 -2.673757 0.000 0.006 0.031
C -1.037454 1.335743 -2.760632 -0.036 0.069 -0.004
C -1.576753 0.085973 -3.008332 -0.038 -0.009 0.008
C -2.528873 -0.037948 -4.013358 0.008 0.000 0.013
C -2.917941 1.069930 -4.748387 0.022 0.007 -0.024
C -2.360228 2.318442 -4.489948 -0.013 -0.010 -0.009
C -1.420242 2.461560 -3.485894 0.044 -0.047 -0.024
C -3.459598 2.499034 -0.902033 -0.035 0.030 -0.019
C -4.405716 1.674778 -1.482933 0.025 -0.004 -0.022
C -5.344126 2.244243 -2.333896 0.004 -0.005 0.006
C -5.319973 3.606272 -2.587985 -0.001 0.015 0.017
C -4.358570 4.419274 -1.995384 -0.013 -0.004 -0.002
C -3.419173 3.867885 -1.144660 -0.024 -0.015 0.031
C -2.470855 2.782204 1.674738 0.013 0.030 0.008
C -3.732237 2.684494 2.252357 0.033 -0.004 -0.004
C -3.984748 3.389474 3.414099 0.003 0.000 0.008
C -2.984004 4.172363 3.981919 -0.010 -0.010 0.001
C -1.731035 4.250550 3.394895 0.008 0.001 -0.002
C -1.461003 3.550736 2.225782 -0.027 0.010 -0.003
C -1.044062 -0.020484 2.499191 -0.086 0.112 0.036
C -1.831823 0.182634 3.627739 0.021 -0.063 -0.012
C -1.295226 0.871080 4.702700 0.008 0.022 0.001
C 0.002751 1.365549 4.637087 -0.007 -0.010 0.016
C 0.772996 1.165316 3.501845 -0.001 -0.011 0.009
C 0.249253 0.468235 2.422079 0.038 -0.011 0.009
C -2.980097 -1.856192 1.667075 -0.060 -0.003 -0.032
C -4.294544 -1.777030 1.238567 -0.009 0.052 0.079
C -5.200572 -2.727577 1.689080 0.002 -0.011 -0.007
C -4.785649 -3.731621 2.551132 0.000 -0.008 -0.008
C -3.459914 -3.804327 2.962529 0.000 0.004 0.005
C -2.544027 -2.869401 2.513504 0.006 -0.042 -0.061
H 0.173330 4.431822 -0.871009 0.003 0.004 0.013
H 1.832581 6.113722 -1.633695 -0.001 0.001 0.002
H 3.724362 5.418190 -3.055186 -0.004 0.003 -0.007
H 3.981307 3.053083 -3.721721 0.011 -0.003 0.014
H 2.348794 1.362814 -2.928709 0.017 -0.004 0.026
H -1.245252 -0.782087 -2.456020 -0.006 0.007 0.040
H -2.956766 -1.009881 -4.221840 0.020 -0.006 -0.022
H -3.650904 0.963574 -5.537701 0.000 0.001 -0.002
H -2.651494 3.178034 -5.078763 -0.018 0.005 0.014
H -0.982218 3.429531 -3.279858 0.008 -0.003 -0.005
H -4.391698 0.612586 -1.286188 -0.008 -0.002 0.004
H -6.094450 1.617125 -2.796151 0.011 -0.003 -0.016
H -6.055261 4.042480 -3.250993 -0.003 0.000 0.001
H -4.345431 5.482095 -2.195024 -0.002 0.001 0.000
H -2.668045 4.488395 -0.670878 0.005 0.002 -0.008
H -4.498244 2.067667 1.797625 -0.005 0.001 0.006
H -4.959876 3.330328 3.878011 -0.002 0.006 -0.001
H -3.187282 4.724290 4.890047 0.001 0.002 0.000
H -0.956352 4.856566 3.845173 0.003 0.000 -0.003
H -0.491092 3.592097 1.750751 -0.002 0.001 0.007
H -2.842393 -0.202404 3.670942 0.000 0.007 0.004
H -1.888807 1.018372 5.595185 -0.010 0.021 -0.010
H 0.411410 1.913403 5.476329 0.010 -0.027 0.014
H 1.783626 1.550049 3.452660 0.001 -0.001 -0.011
H 0.826322 0.321205 1.521739 0.015 0.015 -0.056
H -4.602991 -0.990013 0.566131 -0.005 0.019 0.007
H -6.229919 -2.686386 1.359289 -0.003 0.010 0.007
H -5.495910 -4.471114 2.896111 -0.002 0.002 0.004
H -3.135312 -4.599436 3.619568 -0.001 0.003 0.004
H -1.500029 -2.939106 2.795754 0.002 -0.005 -0.010
C 3.357970 -3.574362 4.866329 0.018 -0.019 -0.006
C 2.994067 -3.005882 3.531561 0.014 0.087 0.028
C 3.511228 -1.762840 3.117863 0.013 -0.083 0.060
C 3.033872 -1.250944 1.946127 -0.033 -0.014 -0.090
N 2.154127 -1.944569 1.209979 -0.135 0.062 -0.213
C 1.785126 -3.192310 1.599338 0.123 0.016 0.141
S 0.848365 -4.059546 0.465444 0.086 0.096 -0.073
N 2.153760 -3.703792 2.786050 -0.078 -0.018 -0.098
H 4.418321 -3.436280 5.076354 0.000 0.000 -0.004
H 3.104164 -4.629931 4.904329 0.007 -0.002 -0.002
H 2.797528 -3.052837 5.645746 0.005 -0.001 0.002
H 4.247403 -1.231930 3.702749 -0.035 0.017 0.027
H 3.333788 -0.282911 1.561828 0.021 -0.005 -0.042
```
Forces are in eV/Å.

total energy: -4593.3360 Eh
charge: +1